[1]
122
Properties=species:S:1:pos:R:3:forces:R:3:lowdin_charge:R:1 method="wB97M-V/def2-TZVPD" lumo_ev=3.45 e_above_lowest_kcal_mol=4.62 total_charge=-2 gap_ha=0.2314
H -7.452773 -2.425038 1.024403 0.01 0.04 0.02 0.065
H 2.329599 -5.509283 -1.558666 0.00 0.01 0.01 0.115
H -1.622543 5.002160 1.709369 0.00 0.00 0.02 0.110
Br 6.835529 -2.475023 1.489583 0.00 -0.01 0.00 0.753
H 4.531440 -1.066296 2.717108 0.00 0.00 0.01 0.113
H -4.925512 0.957954 0.031984 -0.08 -0.05 0.04 0.048
C -0.042716 -3.576314 -0.169213 -0.04 -0.16 -0.20 -0.232
C -0.269258 -3.451026 -1.698845 0.13 -0.11 0.12 -0.733
C -3.599482 -5.082535 -0.269593 -0.07 0.07 -0.06 -0.073
C -4.307523 -5.582724 0.806833 0.05 -0.01 0.08 -0.658
H -8.087270 -0.769875 1.220746 -0.01 0.01 -0.03 0.082
H -3.540003 1.180901 -1.447765 0.04 0.00 0.01 0.091
H -2.522779 -5.152671 -0.352277 -0.02 -0.06 -0.01 0.086
H 2.529687 2.948671 -0.926818 0.00 0.01 0.02 0.070
C -2.445129 -2.402930 3.368005 0.03 -0.04 0.00 -0.205
H -7.437842 -4.693530 -0.059571 0.01 -0.02 0.00 0.108
C -6.750396 -0.925871 -1.283029 -0.05 0.02 0.07 -0.398
H 5.195814 1.067284 -1.608545 -0.01 0.01 0.00 0.111
H -2.085825 -2.293248 -3.218192 0.01 0.00 -0.01 0.096
Cl -3.453175 -6.379485 2.111920 -0.01 0.01 -0.02 0.629
C 2.833491 0.981587 2.167695 -0.04 -0.01 0.05 -0.236
H -3.716597 -3.999484 -2.083213 0.00 -0.02 -0.02 0.099
C 4.291856 -3.068930 -3.792046 0.00 -0.01 -0.02 -0.049
C 0.695506 1.854965 3.624030 -0.02 0.01 0.03 -0.089
C 3.365627 -5.238451 -3.429587 -0.01 0.00 0.02 -0.047
H -1.259520 -4.761916 4.126739 -0.01 0.01 0.00 0.098
O 2.414609 -1.576800 -0.273024 1.67 -1.02 0.87 -0.698
C -7.179625 -1.380449 1.183641 0.02 0.03 0.04 -0.042
H 4.717277 -5.851139 -5.672606 -0.01 0.00 0.01 0.066
O -7.939270 -0.088577 -1.318616 0.04 0.00 0.12 -0.048
C 1.159218 -2.104023 2.920504 -0.04 0.07 -0.02 -0.117
O 3.675956 -3.412695 0.754057 0.03 0.00 0.08 -0.374
C 5.080936 0.584644 -0.642588 0.01 -0.01 -0.02 -0.135
H -0.643587 -4.417305 0.182339 0.05 0.03 0.10 0.084
C 2.983094 1.128804 3.543323 -0.02 0.01 0.04 -0.072
H -6.018749 0.886874 -2.124134 -0.03 0.01 -0.01 0.134
C 5.728172 -1.050912 0.936109 -0.03 0.02 0.03 -0.677
C -5.815310 0.577209 0.531291 0.04 -0.02 0.02 -0.037
O -1.191496 -4.115247 -2.223008 -0.07 -0.04 0.17 -0.059
C -4.296155 -4.420741 -1.272259 0.03 -0.13 -0.07 -0.024
C -6.150766 -0.872766 0.157101 0.01 0.03 0.04 -0.472
H 3.163236 -6.247640 -3.774083 0.00 0.00 -0.01 0.104
C 0.283135 5.292389 -0.759459 -0.08 -0.01 -0.05 -0.143
H -4.427074 -1.474710 1.288625 0.01 0.04 0.04 0.081
C 0.814918 -4.283972 3.787517 0.09 -0.01 0.00 -0.062
N -4.507504 -0.436290 -2.485577 0.00 -0.05 -0.01 -0.114
H -7.987033 -2.062216 -2.528553 0.04 0.01 -0.07 0.117
C 3.954821 0.476187 1.324317 -0.04 0.02 0.00 -0.232
H 1.791447 -1.337170 2.492886 0.05 -0.02 -0.01 0.090
H -0.498625 -2.671468 0.278912 0.07 -0.12 0.07 0.063
C -3.462860 0.246576 -1.985180 -0.06 -0.01 0.06 -0.158
N 4.128918 1.067036 0.142489 0.02 -0.03 0.02 0.140
H -0.248192 1.911698 1.694445 0.00 -0.01 -0.02 0.092
N -2.269960 3.411238 0.494351 -0.05 -0.09 0.03 -0.092
N 1.312679 -3.801489 0.292784 -0.03 -0.29 -0.03 -0.190
N -2.344603 -0.404902 -2.217445 -0.30 -0.02 -0.24 0.013
Br 2.019161 1.764697 6.143779 0.01 0.01 0.02 0.709
H 5.415529 -4.249685 -5.932183 0.00 0.01 0.01 0.066
C -7.277619 -2.310292 -1.734404 -0.16 0.07 -0.10 -0.109
N -0.390950 4.156396 -1.020027 0.12 -0.02 0.04 -0.110
H -3.390069 1.138072 2.387983 0.00 -0.01 0.02 0.076
H -6.649231 1.249339 0.327671 -0.03 0.01 -0.01 0.088
H 2.743889 -3.505995 3.191850 0.00 0.00 0.03 0.097
N -2.824455 2.199471 0.678966 0.05 0.02 0.06 0.066
C 0.659971 1.685524 2.244442 -0.02 -0.02 0.02 -0.105
H -2.958218 -3.039386 2.634448 0.00 0.00 -0.02 0.111
H -6.390163 -0.348412 -3.321754 -0.01 -0.01 0.00 0.136
C -5.674171 -4.248806 -1.208457 -0.02 -0.30 -0.17 -0.247
H -6.725771 -1.317040 2.174497 0.01 -0.01 0.00 0.091
H -1.756956 -0.711576 2.804911 -0.03 -0.03 -0.03 0.061
H -2.497737 3.364573 3.744899 -0.01 0.00 0.00 0.077
N 1.691517 1.246346 1.539274 0.11 0.08 -0.16 0.115
C -2.509443 3.183355 2.682404 -0.01 0.01 -0.02 -0.109
B -1.924333 3.960044 -0.929912 -0.06 0.09 -0.06 -0.443
C 3.828934 -2.660362 -2.550592 -0.03 -0.02 -0.02 -0.052
C -4.899375 -1.743426 0.342415 0.00 -0.13 0.14 0.006
C 4.510809 -4.780219 -5.628919 0.02 -0.02 -0.04 -0.073
C -2.973300 2.051628 1.993948 0.01 0.00 -0.02 -0.189
C 1.629724 4.997809 -0.692181 0.02 -0.03 0.00 -0.100
C 2.901267 -4.835899 -2.185684 -0.01 -0.03 0.01 -0.049
C -6.399341 -3.448335 -2.261609 0.11 -0.05 0.03 -0.129
O -2.638132 -1.047019 3.058215 -0.05 0.07 0.04 -0.094
C 4.734196 -0.583180 1.772237 0.03 -0.02 -0.03 -0.071
H -7.891779 -2.694108 -0.912940 -0.03 0.02 -0.08 0.094
H -8.586430 -0.491445 -0.731806 -0.02 -0.01 0.00 0.079
H -5.591060 0.624366 1.598744 -0.02 0.00 -0.01 0.081
H -2.310759 3.159136 -1.740880 -0.01 0.01 -0.04 0.052
H 1.183447 -5.258093 4.084609 0.01 0.00 0.00 0.103
C 4.064200 -4.362177 -4.253055 -0.01 0.02 0.03 -0.293
C 1.882614 1.563395 4.260172 0.03 -0.02 -0.04 -0.671
H -0.253597 6.220663 -0.645790 0.02 0.01 0.01 0.099
C -0.977767 -2.766226 3.387774 0.07 -0.09 0.03 -0.262
H -2.878393 -2.620686 4.350862 -0.04 0.01 -0.01 0.120
S 2.562000 -3.038143 -0.115178 -0.04 0.07 -0.17 0.498
H -2.429878 5.063567 -1.056354 0.01 -0.01 0.00 0.055
C 1.690496 -3.311261 3.333124 -0.04 -0.05 -0.02 -0.064
C -2.756959 -1.507518 -2.898066 -0.03 0.07 -0.07 -0.197
C -6.359964 -4.802660 -0.128649 -0.03 -0.13 -0.07 -0.076
H -0.178268 2.199125 4.157556 0.01 -0.01 -0.01 0.093
H 2.447641 5.674340 -0.506913 0.00 0.00 0.01 0.068
H -5.152764 -2.806063 0.379537 0.12 0.52 0.17 0.059
H -6.216466 -5.874238 1.736344 0.00 0.00 0.00 0.095
H -4.145281 -1.610076 -0.430637 -0.02 0.01 0.01 0.083
H 3.740849 -4.565385 -6.374940 -0.01 0.00 0.01 0.076
C -2.070454 4.021718 1.674051 0.01 0.05 -0.04 -0.122
O 0.482101 -2.617918 -2.262217 -0.11 -0.98 -0.77 -0.302
H 3.978481 -1.645088 -2.210070 0.01 0.02 0.02 0.095
H 3.923493 0.917440 4.032331 0.00 -0.01 -0.01 0.107
C -5.686608 -5.464444 0.886628 -0.01 0.01 -0.04 -0.120
N -4.057448 -1.558915 -3.096041 0.04 -0.07 0.06 0.101
C -5.921531 -0.172836 -2.352345 0.08 0.06 -0.09 -0.044
H -5.674436 -3.066762 -2.976712 -0.02 -0.01 -0.01 0.083
N -0.144437 -1.824888 2.960530 -0.04 0.02 0.00 0.123
C -0.541004 -4.015479 3.809658 -0.06 0.05 0.01 -0.032
H 6.660246 -0.840386 -0.991786 0.00 0.00 0.00 0.101
C 3.130869 -3.544614 -1.742614 0.07 -0.06 0.00 -0.260
N 0.462236 3.116994 -1.126704 -0.09 0.07 0.16 0.039
C 1.676284 3.611456 -0.922798 0.07 -0.04 -0.08 -0.199
H -7.069848 -4.116597 -2.814662 0.02 -0.03 0.06 0.117
H 4.824719 -2.365222 -4.424934 0.00 0.00 0.01 0.103
Cs 0.416446 -0.348302 -1.046081 -1.33 2.75 -0.07 1.224
C 5.911649 -0.474442 -0.303915 0.01 0.00 -0.01 -0.112


[2]
112
Properties=species:S:1:pos:R:3:forces:R:3:lowdin_charge:R:1 method="wB97M-V/def2-TZVPD" lumo_ev="-11.07 / -12.62" e_above_lowest_kcal_mol=19.13 total_charge=+4 s_squared=2.08 gap_ha="0.2529 / 0.1646" multiplicity=3
H -1.662370 -1.162780 4.702956 0.04 -0.02 -0.02 0.116
C 1.962745 -0.364114 1.349269 -0.02 0.13 -0.18 -0.247
C -3.222598 1.052806 -0.676128 0.00 0.03 -0.22 -0.193
C 2.608142 -1.060676 2.346576 0.07 -0.10 0.03 0.041
Se -1.119143 -2.350121 -1.007825 -0.25 -0.29 -0.06 1.035
C -1.324032 -0.153209 4.907623 0.01 -0.01 -0.07 -0.039
C -0.687723 0.120337 6.108460 0.00 -0.01 0.04 -0.034
C -1.967858 5.087820 0.899935 -0.04 0.00 0.01 0.008
C -0.395414 4.444262 -3.276053 0.02 0.02 -0.01 0.013
H 1.982345 1.162683 -3.291960 -0.04 -0.08 -0.04 0.124
C -0.775802 -5.777171 -2.765403 0.15 -0.16 0.35 -0.203
H -1.573751 2.988940 3.692752 0.01 0.07 -0.02 0.103
C 4.498232 -2.854330 -2.685027 0.04 0.00 -0.01 -0.028
C 2.327107 2.658145 1.278369 -0.20 0.13 0.38 -0.110
H -1.037850 -6.399652 1.411345 0.02 0.03 -0.01 0.030
N -2.003499 0.815589 1.347911 -0.26 0.06 -0.72 0.074
C 4.880980 -1.528239 -2.819222 0.08 0.00 0.01 -0.030
H -5.296763 0.839739 -3.337179 0.00 0.00 -0.01 0.146
N 0.236922 2.782528 -1.659762 -0.19 0.06 -0.15 -0.020
C -0.324522 1.423379 6.417303 0.04 -0.03 0.03 -0.032
C 1.226770 2.707100 2.322744 0.01 0.11 -0.09 -0.103
N 0.348133 0.263091 -2.316047 -0.53 -0.23 0.45 0.050
C -0.692335 3.427015 -2.395661 -0.07 0.03 -0.11 -0.105
C -3.133729 1.095069 0.756604 0.50 -0.19 0.67 -0.370
H -3.703252 2.287905 3.219917 -0.01 -0.01 -0.09 0.143
H -1.271195 6.636338 2.230686 0.02 0.01 -0.02 0.142
H -3.093903 0.264154 -4.389555 0.04 -0.01 0.00 0.153
C -0.061004 4.859766 2.301024 -0.12 0.07 0.00 0.024
H -1.719756 3.111798 -2.286830 0.01 0.00 0.05 0.107
H 1.003774 -1.143292 -4.948101 -0.08 -0.02 0.07 0.147
C -2.017603 0.520411 -2.565204 -0.13 0.10 0.13 -0.215
H 0.619899 5.238648 3.051822 0.00 -0.04 0.02 0.143
C -1.389720 -6.552445 0.391636 0.18 -0.01 -0.32 -0.202
C -0.628280 2.450659 5.534608 -0.02 0.10 -0.07 -0.043
H 2.667224 -0.115630 -0.604187 0.06 0.07 0.03 0.112
H -2.612222 -3.319257 0.796789 0.04 0.03 0.00 0.043
H 1.695715 -7.448701 -0.732134 0.07 0.00 0.02 0.043
H -2.817379 5.640934 0.523734 -0.01 -0.03 -0.01 0.135
H -1.401950 -7.628308 0.205617 -0.06 0.00 0.05 0.042
H -0.398818 3.475282 5.799731 0.00 -0.01 0.01 0.121
C -4.385851 0.825711 -2.754096 0.02 0.00 0.00 0.044
C 1.882224 -1.913576 3.166512 -0.10 0.05 -0.06 0.032
C 2.570192 2.371927 -1.094433 -0.02 0.10 -0.24 -0.105
H -0.175731 -5.141401 -3.415087 0.04 0.01 0.03 0.017
H -2.640388 -0.536306 2.814153 0.08 0.03 -0.04 0.141
H -4.529486 0.730249 3.442651 -0.03 -0.02 -0.06 0.162
H 2.970292 1.595679 -1.747008 -0.06 0.02 0.13 0.094
H -0.508613 -0.677004 6.817869 0.02 0.02 0.00 0.125
C 2.565922 -0.864181 -2.919223 -0.03 0.06 -0.05 -0.232
O -0.547373 0.095410 -4.371960 -0.34 0.09 -0.14 0.090
C 1.893539 4.172782 -2.690257 -0.08 0.07 -0.05 0.037
Ge -0.152973 -5.768604 -0.907450 -0.03 0.68 0.16 0.860
C -1.720884 3.815147 0.442066 -0.10 0.01 0.10 -0.121
C -2.440429 0.539767 2.793955 -0.08 -0.05 0.29 -0.197
H 4.228145 0.490700 -3.117524 0.03 -0.01 -0.02 0.122
C 2.697022 0.443940 0.336111 0.09 -0.22 0.06 -0.107
C 3.917586 -0.535382 -2.945993 -0.07 0.00 -0.02 -0.038
H 1.943736 -6.204246 0.491397 -0.04 0.01 0.01 0.034
N -2.003911 0.828439 -1.236884 -1.05 -0.31 -1.01 -0.066
H 2.434103 -5.915325 -1.187561 -0.02 0.05 -0.07 0.004
H 1.134412 -2.456311 -2.812508 -0.01 -0.09 -0.05 0.084
C 1.524418 0.173304 -3.248624 0.19 -0.08 -0.11 -0.208
C -0.702668 0.258888 -3.086955 0.71 -0.05 0.07 -0.394
H -3.207071 -3.724984 -0.828889 0.00 0.00 0.01 0.045
H 1.199117 5.639024 -4.102038 0.00 0.00 -0.01 0.143
H -1.107130 -1.396349 1.714383 -0.01 0.05 -0.03 0.073
H -3.487320 -2.097658 -0.181400 0.01 0.01 -0.01 0.023
N 2.020610 1.747698 0.128826 -0.33 -0.28 -0.20 -0.199
C -2.791703 -2.934792 -0.205384 0.01 0.04 -0.08 -0.308
H -2.396864 3.376264 -0.276968 0.03 -0.01 -0.04 0.097
H -5.331626 1.288755 -0.863587 0.00 -0.01 0.01 0.153
N 0.620086 -0.424358 1.147437 0.29 -0.20 0.04 -0.043
N -0.688789 3.053945 0.865372 0.13 0.05 -0.08 -0.017
H 2.364420 -2.463752 3.963736 0.01 -0.02 -0.02 0.142
C 0.527226 -2.048438 2.917455 0.13 0.01 -0.01 -0.022
C -0.055389 -1.294270 1.920127 -0.20 -0.04 0.03 -0.176
C -3.787067 1.262966 2.856268 0.26 0.06 0.26 -0.012
C -0.001281 -3.712010 -0.299154 0.13 -0.60 -0.12 -0.545
H 3.270523 2.354442 1.735062 0.04 -0.06 -0.12 0.149
H 5.931034 -1.272005 -2.865946 0.00 0.01 0.01 0.126
H -0.078303 -2.735721 3.490689 -0.05 0.03 0.01 0.133
C -3.167979 0.512876 -3.338778 0.01 -0.03 0.00 0.080
H -0.168350 -3.787124 0.774896 0.02 0.09 0.06 0.004
H 2.938028 4.440708 -2.785318 0.01 -0.02 0.04 0.145
C 0.862912 -0.116560 -4.617195 0.26 -0.07 0.09 0.008
H 1.187047 0.557653 -5.405489 -0.08 0.04 0.02 0.154
H 3.744646 0.578649 0.612298 0.00 0.05 -0.02 0.155
C -1.276210 2.173936 4.340202 0.01 0.03 -0.02 -0.059
H 0.853807 1.714975 2.575213 0.00 -0.03 0.10 0.102
C 0.927387 4.837629 -3.427485 0.02 -0.07 0.06 0.028
C -1.110552 5.637354 1.846890 0.08 -0.10 -0.02 0.025
H -2.411572 -6.189106 0.295123 0.00 0.03 -0.03 0.020
H 5.250326 -3.629708 -2.625415 -0.01 0.00 0.01 0.128
H -1.190412 4.922296 -3.831587 -0.01 -0.01 0.01 0.137
H 1.032815 -3.434271 -0.506673 -0.02 0.08 0.03 -0.003
C 2.187957 -2.197483 -2.780976 0.00 0.07 0.03 -0.053
C 1.680504 -6.371880 -0.552470 -0.39 -0.06 -0.12 -0.190
H -1.821295 -5.477883 -2.828517 -0.01 0.02 0.02 0.023
C 1.521165 3.154634 -1.827783 0.15 0.01 0.18 -0.237
H 3.678294 -0.960643 2.471324 0.00 0.06 -0.04 0.142
H -0.699918 -6.803052 -3.129183 -0.03 0.03 -0.07 0.040
H 2.457160 3.670273 0.896679 0.09 -0.04 -0.09 0.141
H 1.631817 3.138563 3.236902 -0.02 -0.02 0.03 0.143
W -0.255472 1.109709 -0.215614 1.15 1.21 1.10 1.772
H 0.159391 1.643580 7.359491 -0.01 0.00 0.00 0.127
H 2.843109 -4.223662 -2.628323 0.04 -0.03 0.06 0.101
H 3.415730 3.019103 -0.857194 0.02 -0.03 0.07 0.154
C -4.407804 1.085593 -1.390626 0.02 0.00 0.08 0.082
C -1.597102 0.864859 3.996365 0.07 -0.04 -0.05 -0.204
C 3.149252 -3.187516 -2.672202 -0.09 -0.02 0.02 -0.042
O -4.206967 1.301795 1.472620 -0.31 -0.09 -0.35 0.093
C 0.113009 3.569870 1.816556 0.08 -0.24 0.08 -0.276